Record 1
Computed, not measured: a structure of composition C51H38N4O7P2S2W, with ωB97M-V/def2-TZVPD.

Computed properties:
E_HOMO (spin up / spin down) (eV): -7.08 / -7.71
Energy relative to the best compared isomer or geometry (same formula, charge and spin) (kcal/mol): 4.3
Electronic energy (eV): -115874.420

```
! RIJCOSX wB97M-V def2-TZVPD def2/J DEFGRID3
* xyz 0 3
W 1.36 0.69 0.16
O 4.23 -1.53 2.38
C 3.46 -1.14 1.55
N 2.16 -0.68 1.72
C 1.53 -0.93 2.90
O 1.85 -1.70 3.78
C 0.26 -0.14 3.01
C -0.42 -0.16 4.21
C -1.59 0.57 4.33
C -2.03 1.26 3.22
C -1.30 1.21 2.04
N -0.15 0.54 1.92
C 3.84 -1.11 0.10
C 5.09 -1.55 -0.30
C 5.39 -1.57 -1.64
C 4.41 -1.14 -2.55
C 3.21 -0.68 -2.06
N 2.93 -0.66 -0.76
H 0.01 -0.74 5.01
H -2.14 0.61 5.26
H -2.93 1.86 3.23
H -1.64 1.77 1.19
H 5.78 -1.86 0.47
H 6.36 -1.89 -1.99
H 4.59 -1.13 -3.61
H 2.46 -0.29 -2.73
O 3.21 2.23 -3.18
C 2.38 2.40 -2.31
O 2.44 1.74 -1.17
C 1.33 3.44 -2.43
C 1.59 4.53 -3.25
C 0.66 5.54 -3.42
C -0.56 5.45 -2.76
C -0.84 4.37 -1.95
C 0.10 3.35 -1.77
S -0.44 1.97 -0.80
H 2.55 4.56 -3.76
H 0.88 6.39 -4.05
H -1.29 6.24 -2.88
H -1.79 4.30 -1.44
C -1.45 -1.77 0.13
P 0.01 -1.21 -0.87
C 0.91 -2.80 -0.97
C 1.32 -3.34 -2.18
C 2.05 -4.53 -2.21
C 2.37 -5.17 -1.02
C 1.96 -4.63 0.19
C 1.24 -3.45 0.22
C -0.60 -0.98 -2.57
C -0.10 0.02 -3.41
C -0.53 0.11 -4.73
C -1.46 -0.79 -5.22
C -1.96 -1.79 -4.39
C -1.52 -1.89 -3.08
P -3.16 -1.15 -0.28
C -4.04 -2.68 -0.82
C -3.51 -3.95 -0.96
C -4.30 -5.01 -1.38
C -5.65 -4.81 -1.66
C -6.19 -3.54 -1.53
C -5.39 -2.48 -1.12
C -3.86 -1.08 1.42
C -3.54 -1.99 2.43
C -4.14 -1.90 3.67
C -5.10 -0.91 3.91
C -5.44 -0.02 2.91
C -4.81 -0.10 1.67
H -1.28 -1.42 1.14
H -1.40 -2.86 0.16
H 1.08 -2.84 -3.11
H 2.36 -4.94 -3.15
H 2.94 -6.09 -1.04
H 2.21 -5.13 1.12
H 0.94 -3.04 1.17
H 0.60 0.74 -3.03
H -0.13 0.89 -5.36
H -1.81 -0.71 -6.24
H -2.69 -2.49 -4.77
H -1.89 -2.69 -2.46
H -2.46 -4.15 -0.76
H -3.87 -6.00 -1.49
H -6.27 -5.63 -1.99
H -7.24 -3.37 -1.75
H -5.82 -1.49 -1.03
H -2.82 -2.78 2.24
H -3.88 -2.60 4.45
H -5.57 -0.85 4.88
H -6.18 0.75 3.09
H -5.06 0.61 0.89
O 0.41 4.83 0.91
S 0.86 4.02 2.01
O -0.07 3.75 3.07
N 1.55 2.63 1.47
C 2.88 2.61 1.68
O 3.55 1.66 1.27
C 3.39 3.79 2.42
C 4.68 4.07 2.82
C 4.91 5.26 3.50
C 3.87 6.15 3.76
C 2.57 5.87 3.35
C 2.36 4.68 2.68
H 5.48 3.37 2.61
H 5.91 5.51 3.83
H 4.07 7.07 4.28
H 1.75 6.55 3.54
*
```

***

Record 2
Computed, not measured: a structure of composition C51H39BrN3O2PtS in a non-equilibrium geometry, with ωB97M-V/def2-TZVPD.

Computed properties:
E_HOMO (eV): -9.92
Energy relative to the best compared isomer or geometry (same formula, charge and spin) (kcal/mol): 162.2
Electronic energy (eV): -146199.650

```
! RIJCOSX wB97M-V def2-TZVPD def2/J DEFGRID3
* xyz 1 1
Pt -0.15 0.41 0.54
O -0.89 -0.20 2.30
C -2.26 -0.09 2.49
C -2.70 1.35 2.13
C -2.86 1.58 0.66
C -4.01 2.16 0.16
C -4.21 2.25 -1.21
C -3.24 1.73 -2.05
C -2.08 1.19 -1.52
C -1.02 0.64 -2.42
C 0.33 1.37 -2.25
O 0.92 0.97 -1.06
C 1.34 1.04 -3.35
C 2.65 1.49 -3.12
C 3.65 1.26 -4.05
C 3.37 0.57 -5.23
C 2.09 0.12 -5.45
C 1.07 0.36 -4.52
C 0.07 2.88 -2.29
C -0.50 3.47 -3.42
C -0.76 4.83 -3.46
C -0.45 5.63 -2.36
C 0.13 5.05 -1.24
C 0.38 3.68 -1.21
N -1.89 1.16 -0.18
C -2.56 -0.33 3.98
C -1.55 -0.72 4.85
C -1.80 -0.94 6.19
C -3.08 -0.78 6.70
C -4.11 -0.40 5.84
C -3.85 -0.19 4.49
C -3.00 -1.14 1.65
C -2.32 -2.27 1.22
C -2.95 -3.24 0.46
C -4.29 -3.10 0.12
C -4.99 -1.98 0.55
C -4.35 -1.02 1.31
H -1.93 2.01 2.55
H -3.64 1.61 2.61
H -4.76 2.52 0.85
H -5.11 2.69 -1.61
H -3.37 1.75 -3.12
H -1.39 0.72 -3.44
H -0.86 -0.42 -2.20
H 2.87 2.04 -2.21
H 4.65 1.63 -3.86
H 4.15 0.38 -5.95
H 1.85 -0.41 -6.37
H 0.08 0.00 -4.74
H -0.72 2.86 -4.29
H -1.19 5.27 -4.34
H -0.65 6.69 -2.39
H 0.38 5.67 -0.38
H 0.83 3.23 -0.33
H -0.55 -0.87 4.45
H -1.00 -1.25 6.85
H -3.29 -0.95 7.75
H -5.11 -0.28 6.21
H -4.67 0.09 3.84
H -1.27 -2.37 1.47
H -2.40 -4.12 0.14
H -4.79 -3.86 -0.47
H -6.03 -1.86 0.30
H -4.91 -0.15 1.63
S 3.92 -1.53 -2.47
C 2.54 -2.36 -2.68
C 2.35 -3.08 -3.94
C 1.19 -3.67 -4.26
C 0.06 -3.64 -3.35
C 0.17 -3.08 -2.14
C 1.42 -2.47 -1.67
N 1.39 -2.17 -0.42
C 2.26 -1.49 0.43
C 3.21 -1.29 2.57
C 4.30 -0.84 3.35
C 4.09 0.14 4.34
C 2.85 0.69 4.50
C 1.82 0.47 3.53
C 2.05 -0.44 2.57
H 3.19 -3.07 -4.62
H 1.09 -4.17 -5.21
H -0.88 -4.08 -3.66
H -0.65 -3.06 -1.44
H 5.25 -1.37 3.32
H 4.91 0.42 4.98
H 2.68 1.41 5.29
H 0.94 1.10 3.48
Br 5.16 -4.07 0.25
C 4.49 -2.44 0.83
C 5.08 -1.25 0.73
C 4.17 -0.20 1.23
C 2.87 -0.15 0.41
N 1.61 -0.39 1.22
C 3.11 -2.30 1.42
H 6.07 -1.04 0.36
H 4.58 0.76 1.51
H 2.73 0.55 -0.40
H 2.62 -3.23 1.71
*
```

***

Record 3
Computed, not measured: a structure of composition C51H40Cl3F3N4O3RuS2Te in a non-equilibrium geometry, with ωB97M-V/def2-TZVPD.

Computed properties:
E_HOMO (spin up / spin down) (eV): -12.62 / -12.62
Energy relative to the best compared isomer or geometry (same formula, charge and spin) (kcal/mol): 33.2
Electronic energy (eV): -142889.510

```
! RIJCOSX wB97M-V def2-TZVPD def2/J DEFGRID3
* xyz 2 5
Ru -0.08 0.12 0.00
C 6.00 -0.15 3.88
C 4.88 -0.01 2.91
C 5.11 0.04 1.52
C 4.09 0.09 0.61
C 4.35 0.19 -0.89
O 3.56 -0.27 -1.67
C 5.63 0.81 -1.35
C 6.20 1.93 -0.75
C 7.38 2.46 -1.26
C 7.99 1.87 -2.36
C 7.41 0.77 -2.98
C 6.22 0.25 -2.48
C 2.73 -0.02 1.11
O 1.79 -0.28 0.33
C 2.48 0.13 2.54
C 3.55 0.11 3.38
C 1.11 0.29 3.10
N 0.09 0.36 2.33
C -1.25 0.62 2.86
C -1.55 2.11 2.94
Te -1.03 3.31 1.22
C 0.73 3.99 2.37
C 2.07 3.67 2.18
C 3.04 4.17 3.05
C 2.67 5.00 4.10
C 1.33 5.33 4.28
C 0.37 4.83 3.42
C 0.98 0.42 4.58
C 1.17 1.65 5.19
C 1.05 1.76 6.57
C 0.74 0.64 7.33
C 0.55 -0.59 6.72
C 0.67 -0.71 5.34
H 6.96 -0.23 3.37
H 5.85 -1.05 4.49
H 6.03 0.70 4.56
H 6.13 0.03 1.16
H 5.71 2.42 0.08
H 7.81 3.34 -0.80
H 8.91 2.28 -2.74
H 7.87 0.33 -3.85
H 5.75 -0.60 -2.96
H 3.38 0.17 4.45
H -1.38 0.20 3.86
H -1.97 0.12 2.20
H -1.00 2.57 3.76
H -2.62 2.27 3.07
H 2.38 3.05 1.34
H 4.08 3.93 2.88
H 3.42 5.38 4.77
H 1.05 6.00 5.09
H -0.67 5.11 3.56
H 1.42 2.52 4.59
H 1.20 2.72 7.05
H 0.65 0.73 8.41
H 0.31 -1.46 7.31
H 0.53 -1.67 4.86
F -5.70 3.60 -0.01
C -4.40 3.49 0.25
F -4.23 3.63 1.58
F -3.78 4.52 -0.34
C -3.85 2.17 -0.22
C -4.65 1.34 -0.98
C -4.14 0.12 -1.41
C -2.85 -0.20 -1.07
N -2.06 0.63 -0.36
C -2.53 1.82 0.09
S 0.50 2.32 -0.33
H -5.67 1.63 -1.23
H -4.73 -0.57 -1.99
H -2.44 -1.15 -1.37
Cl 6.10 -7.58 4.61
C 5.11 -6.84 3.41
C 4.70 -7.56 2.30
C 3.91 -6.95 1.35
C 3.52 -5.62 1.46
C 2.65 -4.97 0.42
C 1.17 -5.09 0.82
N 0.37 -4.04 0.19
C 0.05 -3.95 -1.14
C -0.45 -2.70 -1.33
N -0.42 -2.01 -0.13
C 0.08 -2.86 0.75
O 2.77 -5.55 -0.86
C 3.70 -4.88 -1.71
C 5.05 -4.71 -1.09
C 5.96 -5.71 -0.94
Cl 5.80 -7.32 -1.49
S 7.38 -5.20 -0.13
C 6.78 -3.61 0.01
C 5.54 -3.49 -0.54
C 3.95 -4.92 2.59
Cl 3.47 -3.25 2.83
C 4.74 -5.51 3.56
H 5.00 -8.59 2.19
H 3.59 -7.50 0.47
H 2.90 -3.91 0.38
H 1.07 -4.99 1.90
H 0.80 -6.06 0.50
H 0.19 -4.77 -1.82
H -0.77 -2.25 -2.26
H 0.25 -2.64 1.80
H 3.29 -3.89 -1.98
H 3.76 -5.49 -2.61
H 7.38 -2.84 0.47
H 4.98 -2.57 -0.57
H 5.06 -4.95 4.43
*
```

***

Record 4
Computed, not measured: a structure of composition C51H40N6O4Zn in a non-equilibrium geometry, with ωB97M-V/def2-TZVPD.

Computed properties:
E_HOMO (spin up / spin down) (eV): -5.97 / -6.09
Electronic energy (eV): -119083.517

```
! RIJCOSX wB97M-V def2-TZVPD def2/J DEFGRID3
* xyz 0 1
Zn -0.53 0.03 -0.16
C -4.78 -6.43 -6.14
O -4.99 -5.05 -5.95
C -4.06 -4.35 -5.25
C -2.82 -4.84 -4.85
C -1.98 -4.07 -4.06
C -2.36 -2.80 -3.65
C -3.57 -2.28 -4.12
C -4.41 -3.04 -4.90
C -1.61 -2.00 -2.67
C -1.25 -2.58 -1.44
C -1.31 -3.95 -1.06
C -0.60 -4.07 0.10
C -0.18 -2.75 0.46
N -0.62 -1.88 -0.45
C 0.57 -2.34 1.62
C 0.08 -1.24 2.35
C 0.12 -1.03 3.77
C -0.62 0.09 4.02
C -1.01 0.63 2.75
C -1.51 1.91 2.45
C -2.43 2.66 3.30
C -2.38 2.83 4.69
C -3.38 3.49 5.37
C -4.49 4.00 4.70
O -5.45 4.60 5.47
C -6.56 5.18 4.82
C -4.55 3.87 3.31
C -3.54 3.21 2.64
C -1.20 2.54 1.22
N -0.84 1.93 0.07
C -0.50 2.89 -0.83
C -0.24 2.62 -2.18
C 0.38 3.64 -3.04
C 1.60 3.32 -3.62
C 2.30 4.22 -4.40
C 1.77 5.49 -4.64
O 2.37 6.46 -5.37
C 3.61 6.18 -5.97
C 0.53 5.81 -4.09
C -0.15 4.90 -3.30
C -0.56 1.39 -2.78
C -0.78 1.17 -4.18
C -1.27 -0.09 -4.31
C -1.30 -0.66 -3.00
N -0.86 0.26 -2.10
C -0.59 4.18 -0.19
C -1.08 3.96 1.05
N -0.62 -0.23 1.78
C 1.92 -2.84 1.78
C 2.84 -2.25 2.67
C 4.20 -2.32 2.45
C 4.71 -2.98 1.33
O 6.04 -2.79 1.06
C 6.49 -3.10 -0.24
C 3.84 -3.73 0.55
C 2.48 -3.66 0.78
H -5.68 -6.81 -6.61
H -4.63 -6.94 -5.18
H -3.92 -6.62 -6.79
H -2.50 -5.83 -5.13
H -1.02 -4.47 -3.77
H -3.86 -1.29 -3.83
H -5.37 -2.66 -5.22
H -1.83 -4.74 -1.57
H -0.46 -4.94 0.71
H 0.57 -1.68 4.49
H -0.81 0.51 4.98
H -1.52 2.49 5.24
H -3.34 3.60 6.44
H -7.18 5.59 5.61
H -7.13 4.44 4.25
H -6.25 5.99 4.15
H -5.38 4.26 2.75
H -3.62 3.10 1.57
H 2.03 2.34 -3.45
H 3.26 3.94 -4.81
H 3.88 7.06 -6.55
H 3.54 5.32 -6.65
H 4.39 5.98 -5.23
H 0.12 6.78 -4.30
H -1.12 5.17 -2.91
H -0.61 1.90 -4.95
H -1.56 -0.59 -5.22
H -0.35 5.12 -0.64
H -1.29 4.69 1.81
H 2.49 -1.68 3.51
H 4.88 -1.80 3.11
H 7.42 -2.54 -0.37
H 5.77 -2.78 -1.00
H 6.69 -4.17 -0.36
H 4.20 -4.34 -0.26
H 1.82 -4.21 0.12
N 2.20 0.37 -1.34
C 3.44 0.86 -1.19
C 3.64 1.02 0.16
C 2.44 0.60 0.75
N 1.59 0.21 -0.17
H 1.70 0.14 -2.18
H 4.08 1.05 -2.03
H 4.51 1.40 0.66
H 2.18 0.56 1.79
*
```

***

Question: Which formula does entry 2 have?
Answer: C51H39BrN3O2PtS

***

Question: Which value of electronic energy does entry 3 give?
Answer: -142889.510 eV

***

Question: Which of these has the highest electronic energy?
Answer: C51H38N4O7P2S2W

***

What did the third record say?
Computed, not measured: a structure of composition C51H40Cl3F3N4O3RuS2Te in a non-equilibrium geometry, with ωB97M-V/def2-TZVPD.

Computed properties:
E_HOMO (spin up / spin down) (eV): -12.62 / -12.62
Energy relative to the best compared isomer or geometry (same formula, charge and spin) (kcal/mol): 33.2
Electronic energy (eV): -142889.510

```
! RIJCOSX wB97M-V def2-TZVPD def2/J DEFGRID3
* xyz 2 5
Ru -0.08 0.12 0.00
C 6.00 -0.15 3.88
C 4.88 -0.01 2.91
C 5.11 0.04 1.52
C 4.09 0.09 0.61
C 4.35 0.19 -0.89
O 3.56 -0.27 -1.67
C 5.63 0.81 -1.35
C 6.20 1.93 -0.75
C 7.38 2.46 -1.26
C 7.99 1.87 -2.36
C 7.41 0.77 -2.98
C 6.22 0.25 -2.48
C 2.73 -0.02 1.11
O 1.79 -0.28 0.33
C 2.48 0.13 2.54
C 3.55 0.11 3.38
C 1.11 0.29 3.10
N 0.09 0.36 2.33
C -1.25 0.62 2.86
C -1.55 2.11 2.94
Te -1.03 3.31 1.22
C 0.73 3.99 2.37
C 2.07 3.67 2.18
C 3.04 4.17 3.05
C 2.67 5.00 4.10
C 1.33 5.33 4.28
C 0.37 4.83 3.42
C 0.98 0.42 4.58
C 1.17 1.65 5.19
C 1.05 1.76 6.57
C 0.74 0.64 7.33
C 0.55 -0.59 6.72
C 0.67 -0.71 5.34
H 6.96 -0.23 3.37
H 5.85 -1.05 4.49
H 6.03 0.70 4.56
H 6.13 0.03 1.16
H 5.71 2.42 0.08
H 7.81 3.34 -0.80
H 8.91 2.28 -2.74
H 7.87 0.33 -3.85
H 5.75 -0.60 -2.96
H 3.38 0.17 4.45
H -1.38 0.20 3.86
H -1.97 0.12 2.20
H -1.00 2.57 3.76
H -2.62 2.27 3.07
H 2.38 3.05 1.34
H 4.08 3.93 2.88
H 3.42 5.38 4.77
H 1.05 6.00 5.09
H -0.67 5.11 3.56
H 1.42 2.52 4.59
H 1.20 2.72 7.05
H 0.65 0.73 8.41
H 0.31 -1.46 7.31
H 0.53 -1.67 4.86
F -5.70 3.60 -0.01
C -4.40 3.49 0.25
F -4.23 3.63 1.58
F -3.78 4.52 -0.34
C -3.85 2.17 -0.22
C -4.65 1.34 -0.98
C -4.14 0.12 -1.41
C -2.85 -0.20 -1.07
N -2.06 0.63 -0.36
C -2.53 1.82 0.09
S 0.50 2.32 -0.33
H -5.67 1.63 -1.23
H -4.73 -0.57 -1.99
H -2.44 -1.15 -1.37
Cl 6.10 -7.58 4.61
C 5.11 -6.84 3.41
C 4.70 -7.56 2.30
C 3.91 -6.95 1.35
C 3.52 -5.62 1.46
C 2.65 -4.97 0.42
C 1.17 -5.09 0.82
N 0.37 -4.04 0.19
C 0.05 -3.95 -1.14
C -0.45 -2.70 -1.33
N -0.42 -2.01 -0.13
C 0.08 -2.86 0.75
O 2.77 -5.55 -0.86
C 3.70 -4.88 -1.71
C 5.05 -4.71 -1.09
C 5.96 -5.71 -0.94
Cl 5.80 -7.32 -1.49
S 7.38 -5.20 -0.13
C 6.78 -3.61 0.01
C 5.54 -3.49 -0.54
C 3.95 -4.92 2.59
Cl 3.47 -3.25 2.83
C 4.74 -5.51 3.56
H 5.00 -8.59 2.19
H 3.59 -7.50 0.47
H 2.90 -3.91 0.38
H 1.07 -4.99 1.90
H 0.80 -6.06 0.50
H 0.19 -4.77 -1.82
H -0.77 -2.25 -2.26
H 0.25 -2.64 1.80
H 3.29 -3.89 -1.98
H 3.76 -5.49 -2.61
H 7.38 -2.84 0.47
H 4.98 -2.57 -0.57
H 5.06 -4.95 4.43
*
```